Entry 1:
Here is a cluster of 2 separate species, C21H27N4O8S in total from the Open Molecules 2025 dataset. Energies are from the ωB97M-V functional and the def2-TZVPD basis.

Positions of all 61 atoms, in Å:
1 O -4.5237 0.5502 -0.7018
2 O -0.1679 0.3915 -1.2512
3 O -0.4628 -5.4684 -1.9991
4 O 5.0426 -3.4087 1.1810
5 O 2.2812 -1.8419 -3.2389
6 O 4.6650 -4.9154 -0.3926
7 O 0.0842 5.1498 1.6470
8 O 0.7842 2.2858 1.8103
9 S -4.6054 1.3269 2.3038
10 C -3.4272 0.6818 -0.1842
11 C -1.0825 0.5815 -0.4745
12 C 0.5762 -4.8242 -1.9517
13 C 4.2931 -4.1795 0.5463
14 C 2.6724 -2.4260 -2.2315
15 C -3.2395 1.0373 1.2227
16 C -1.9522 1.1338 1.7009
17 C -5.6095 5.6919 1.3843
18 C -6.5117 4.6758 1.0496
19 C -4.3882 5.3694 1.9866
20 C -6.1923 3.3399 1.3230
21 C -4.0721 4.0324 2.2557
22 C -4.9748 3.0112 1.9305
23 N -2.3401 0.4689 -0.9749
24 N 3.9415 -2.8398 -2.1468
25 N -0.8612 0.9136 0.8517
26 N 0.5682 -3.6292 -1.3626
27 C 1.8275 -5.3916 -2.5842
28 C 4.9480 -2.6370 -3.1845
29 C 0.4932 0.9481 1.3883
30 C 1.3351 4.5835 1.2278
31 C 1.1419 3.1547 0.7215
32 C 2.7934 -4.1141 0.8380
33 C 2.1797 -2.7842 0.3665
34 C 1.6588 -2.6715 -1.0855
35 H 0.2181 6.0311 2.0332
36 H -1.7871 1.4027 2.7423
37 H -5.8534 6.7278 1.1692
38 H -7.4573 4.9191 0.5748
39 H -3.6817 6.1531 2.2423
40 H -6.8854 2.5464 1.0595
41 H -3.1224 3.7874 2.7205
42 H -2.4656 0.1889 -1.9358
43 H 4.2201 -3.4258 -1.3633
44 H -0.3462 -3.3590 -1.0455
45 H 1.6327 -6.4140 -2.8998
46 H 2.0935 -4.7903 -3.4501
47 H 2.6444 -5.3934 -1.8673
48 H 5.8801 -3.1153 -2.8786
49 H 5.1155 -1.5697 -3.3343
50 H 4.6029 -3.0822 -4.1184
51 H 1.2283 0.6189 0.6435
52 H 0.5756 0.2618 2.2378
53 H 2.0458 4.5790 2.0608
54 H 1.7593 5.1946 0.4246
55 H 2.0744 2.8051 0.2661
56 H 0.3687 3.1523 -0.0541
57 H 2.6524 -4.1833 1.9193
58 H 2.2628 -4.9586 0.3964
59 H 2.8796 -1.9687 0.5519
60 H 1.3194 -2.5942 1.0106
61 H 1.1502 -1.7102 -1.0773

Forces on atoms 1 to 3 (eV/Å):
O -0.236 0.173 0.333
O 0.710 0.047 0.329
O -0.598 -0.266 -0.003

Output
HOMO-LUMO gap	0.2499	Ha
HOMO	-5.02	eV
net charge	-1
2S+1	1
energy	-2035.6903	Ha

Entry 2:
Here is the molecule C21H27NO3 from the Open Molecules 2025 dataset. Energies are from the ωB97M-V functional and the def2-TZVPD basis.

Positions of all 52 atoms, in Å:
1 C -9.1168 -0.4116 0.3130
2 C -7.8104 -0.8282 -0.3440
3 O -6.8170 0.1158 0.0081
4 C -5.6077 -0.0062 -0.6916
5 C -4.7640 -1.2148 -0.2392
6 O -3.4472 -1.1546 -0.7343
7 C -2.5442 -0.3091 -0.1641
8 C -2.7706 0.4837 0.9570
9 C -1.7543 1.2889 1.4460
10 C -0.5087 1.3087 0.8501
11 C -0.2721 0.5113 -0.2679
12 C 1.0444 0.4999 -0.9766
13 O 1.1406 0.4019 -2.1839
14 N 2.1147 0.6057 -0.1552
15 C 3.4761 0.6012 -0.6450
16 C 4.2356 -0.6287 -0.2054
17 C 5.1161 -1.2387 -1.0915
18 C 5.8475 -2.3500 -0.7133
19 C 5.7034 -2.8765 0.5589
20 C 4.8193 -2.2864 1.4445
21 C 4.0919 -1.1711 1.0660
22 C 4.1934 1.9199 -0.2606
23 C 5.5103 2.0527 -1.0200
24 C 4.4403 2.0436 1.2409
25 C -1.2902 -0.2785 -0.7738
26 H -8.9943 -0.3848 1.3919
27 H -9.4014 0.5802 -0.0264
28 H -9.9022 -1.1177 0.0587
29 H -7.5229 -1.8341 -0.0052
30 H -7.9236 -0.8547 -1.4385
31 H -5.7837 -0.0730 -1.7752
32 H -5.0558 0.9155 -0.4875
33 H -5.1719 -2.1408 -0.6535
34 H -4.7813 -1.2847 0.8557
35 H -3.7279 0.4955 1.4534
36 H -1.9478 1.9119 2.3071
37 H 0.2582 1.9670 1.2313
38 H 1.9685 0.6184 0.8399
39 H 3.3797 0.5793 -1.7372
40 H 5.2234 -0.8417 -2.0902
41 H 6.5279 -2.8096 -1.4152
42 H 6.2717 -3.7453 0.8564
43 H 4.6941 -2.6949 2.4369
44 H 3.4059 -0.7318 1.7754
45 H 3.5281 2.7334 -0.5724
46 H 6.1987 1.2620 -0.7303
47 H 5.3433 1.9939 -2.0927
48 H 5.9752 3.0108 -0.7987
49 H 4.9149 2.9983 1.4572
50 H 3.5101 2.0000 1.8033
51 H 5.0980 1.2498 1.5879
52 H -1.1152 -0.8819 -1.6501

Forces on atoms 1 to 3 (eV/Å):
C 0.431 -0.067 -0.164
C -0.202 -0.084 0.019
O -0.130 0.032 0.177

Output
HOMO-LUMO gap	0.3463	Ha
HOMO	-8.69	eV
SMILES	CCOCCOc1cccc(C(=O)N[C@H](c2ccccc2)C(C)C)c1
2S+1	1
relative energy (zero: lowest compared OMol25 entry of this formula, charge and spin)	246.1	kJ/mol
energy	-1096.8930	Ha

Entry 3:
Here is a structure of composition C21H28BeFN6O4S from the Open Molecules 2025 dataset. Energies are from the ωB97M-V functional and the def2-TZVPD basis.

Positions of all 62 atoms, in Å:
1 Be -0.2838 -0.5122 1.8300
2 N -0.9906 -0.5320 4.4847
3 N -2.0206 -1.4501 4.6281
4 C -2.2984 -2.3207 3.6463
5 N -3.2997 -3.1785 3.8867
6 S -1.5037 -2.3766 2.1566
7 H -0.4264 -0.5015 5.3214
8 H -1.3276 0.3838 4.2070
9 H -2.6817 -1.3466 5.3858
10 H -3.7477 -3.2486 4.7844
11 H -3.5307 -3.8528 3.1791
12 C -2.0379 3.6139 -3.7249
13 C -2.9340 2.4240 -3.4107
14 C -3.3712 1.6388 -4.6366
15 C -2.1720 0.9989 -5.3193
16 C -1.3623 0.2023 -4.3307
17 C -0.5516 -0.8270 -4.7464
18 C 0.1791 -1.5730 -3.8223
19 F 0.9539 -2.5637 -4.2857
20 C 0.1164 -1.3335 -2.4825
21 C -0.7023 -0.2886 -2.0300
22 C -0.7928 -0.0157 -0.6085
23 O -0.1240 -0.7327 0.2024
24 C -1.6310 1.0426 -0.2082
25 C -2.3099 1.7551 -1.1672
26 N -2.2390 1.5093 -2.4720
27 C -1.4326 0.4800 -2.9474
28 C -1.8053 1.4674 1.2246
29 O -2.5528 2.3829 1.4965
30 O -1.1030 0.8031 2.0935
31 H -2.5196 4.2609 -4.4575
32 H -1.0767 3.2929 -4.1275
33 H -1.8472 4.1993 -2.8257
34 H -3.8194 2.7678 -2.8749
35 H -3.8922 2.3132 -5.3158
36 H -4.0815 0.8665 -4.3332
37 H -1.5420 1.7665 -5.7761
38 H -2.4971 0.3449 -6.1282
39 H -0.4786 -1.0767 -5.7971
40 H 0.6702 -1.9288 -1.7720
41 H -2.9459 2.5731 -0.8512
42 C 2.2698 1.8515 1.9616
43 N 3.0301 0.6113 1.9965
44 C 4.4448 0.7041 1.6560
45 C 5.1947 -0.4737 2.2387
46 C 4.5264 -1.7526 1.7848
47 N 3.1051 -1.7174 2.1090
48 C 2.4262 -3.0014 2.1891
49 C 2.4091 -0.5696 2.1788
50 O 1.1787 -0.5996 2.4497
51 H 2.7685 2.5944 2.5843
52 H 1.2646 1.6921 2.3359
53 H 2.2140 2.2345 0.9397
54 H 4.8199 1.6451 2.0589
55 H 4.5636 0.7426 0.5674
56 H 5.1708 -0.4166 3.3290
57 H 6.2366 -0.4565 1.9229
58 H 4.9573 -2.6192 2.2869
59 H 4.6558 -1.9002 0.7070
60 H 2.9301 -3.6312 2.9229
61 H 2.4541 -3.5036 1.2194
62 H 1.3929 -2.8617 2.4862

Forces on atoms 1 to 3 (eV/Å):
Be -0.018 -0.134 -0.270
N 0.041 0.011 0.094
N -0.037 0.000 -0.091

Output
HOMO-LUMO gap	0.3151	Ha
HOMO	-11.11	eV
net charge	+1
2S+1	1
relative energy (zero: lowest compared OMol25 entry of this formula, charge and spin)	11.9	kJ/mol
energy	-1959.4129	Ha